98
Properties=species:S:1:pos:R:3 method="wB97M-V/def2-TZVPD" s2=15.7600 relative_energy_kj_mol=0.0 multiplicity=8 homo_ev="-7.20 / -7.49"
Eu -0.63 -1.79 -0.08
Si -2.58 0.66 -2.01
O -0.43 3.15 -1.47
O -1.18 3.06 1.01
N 0.73 -2.57 1.90
N -3.83 -3.54 0.61
N 1.41 -2.88 -0.81
C -2.82 -3.04 0.27
C 1.93 -1.03 3.40
C 0.23 -1.73 -4.11
C 0.88 3.99 1.95
C 0.72 0.07 5.19
C 1.53 -4.41 3.32
C -0.63 -3.64 -2.70
C -1.24 0.70 -0.67
C 0.64 3.03 -2.43
C -3.28 -1.03 -2.42
C 1.12 -0.67 -4.34
C 3.38 -0.86 -1.28
C -2.31 2.97 1.89
C 2.15 -0.41 -3.44
C -1.77 -2.02 3.24
C -0.48 -1.39 3.68
C 1.80 -4.50 0.87
C -0.50 5.60 -1.30
C 0.73 -1.66 2.99
C 2.32 -1.19 -2.30
C 2.72 -4.84 -1.44
C 1.32 -3.77 1.97
C -1.97 1.25 -3.70
C 1.90 -0.17 4.50
C -4.05 1.72 -1.51
C 1.41 -2.26 -2.07
C 0.35 -2.53 -2.98
C -2.11 2.32 3.24
C 0.14 2.75 1.52
C -0.47 -0.54 4.78
C 1.94 2.89 -1.68
C 1.95 -4.02 -0.44
C 3.22 -1.30 2.70
C -1.26 4.34 -1.60
H -4.13 -0.85 -3.10
H 4.22 -0.36 -1.78
H -1.06 1.88 -0.44
H 1.95 1.98 -1.07
H 0.28 5.78 -2.05
H -1.55 0.30 0.32
H 2.44 -4.01 3.80
H -2.67 4.00 2.02
H -0.58 -1.93 -4.82
H 3.95 -0.53 3.00
H -0.23 0.39 -1.01
H 3.14 -1.26 1.60
H -4.69 1.16 -0.82
H -4.65 1.97 -2.39
H 1.01 -0.07 -5.23
H 0.33 4.53 2.72
H 0.72 0.74 6.05
H -0.13 -4.58 -2.42
H -1.20 6.44 -1.33
H 2.77 2.83 -2.39
H -1.39 -0.37 5.33
H 1.04 4.65 1.09
H -3.08 2.33 3.75
H -2.39 -2.26 4.12
H -1.81 1.27 3.16
H -1.64 -2.95 2.68
H 2.84 0.30 4.81
H -3.77 2.66 -1.02
H 3.77 -1.74 -0.76
H 1.67 -5.49 3.18
H -1.10 0.67 -4.03
H 3.66 -2.27 2.98
H -0.06 5.56 -0.30
H -2.08 4.19 -0.90
H 0.67 -4.25 3.98
H 3.18 -5.69 -0.93
H 0.66 3.92 -3.09
H 2.84 0.42 -3.62
H 0.66 2.27 0.69
H -1.41 2.87 3.86
H -1.71 2.31 -3.73
H -3.08 2.43 1.31
H 3.01 -0.16 -0.51
H 2.20 -5.49 1.07
H 0.44 2.15 -3.05
H -3.66 -1.57 -1.55
H -2.57 -1.66 -2.97
H 2.05 -5.24 -2.22
H -2.39 -1.34 2.62
H -1.39 -3.43 -1.91
H 2.11 3.75 -1.03
H 3.51 -4.25 -1.92
H -2.77 1.09 -4.44
H -1.67 4.34 -2.62
H 1.86 3.71 2.35
H -1.21 -3.83 -3.62
H 0.08 2.00 2.33


70
Properties=species:S:1:pos:R:3 method="wB97M-V/def2-TZVPD" relative_energy_kj_mol=35.0 charge=-1 homo_ev=-3.51
Sb -0.58 0.03 -0.07
Sb 6.81 0.08 1.00
S 4.86 -0.14 2.34
S 4.75 -1.98 -1.22
S 5.76 1.53 -0.53
S 6.57 -2.08 -0.29
Mg 3.81 -0.04 0.04
O 2.25 1.37 -1.36
O 1.49 -1.53 1.76
C -2.40 -3.01 -2.73
C 1.73 -3.46 0.31
C -1.73 1.87 -0.28
C -3.12 4.28 -0.53
C 1.91 1.00 -2.70
C -1.75 4.29 -0.34
C -3.82 -1.40 3.44
C 2.10 -0.48 -2.92
C 1.35 -1.09 3.10
C -3.10 -2.30 -3.69
C -1.68 -2.35 -1.75
C 1.40 -2.95 1.69
C -3.04 -0.91 -3.68
C -1.67 -0.95 -1.69
C -3.11 1.87 -0.45
C -2.36 -1.97 1.62
C -1.99 -0.64 1.46
C -1.06 3.09 -0.21
C 2.72 3.15 0.21
C -2.32 -0.25 -2.70
C 2.51 2.77 -1.24
C -2.52 0.30 2.35
C -3.44 -0.07 3.32
C 1.39 0.43 3.16
C -3.81 3.07 -0.58
C -3.27 -2.35 2.60
H 3.40 3.02 -1.83
H -2.23 1.34 2.27
H 1.62 -4.55 0.29
H -4.54 -1.69 4.20
H -3.66 0.94 -0.47
H -3.54 -3.39 2.71
H 1.65 3.31 -1.67
H 2.28 0.78 2.65
H -3.67 -2.81 -4.45
H 1.43 0.75 4.20
H 2.17 -1.50 3.70
H 1.91 2.76 0.84
H 0.87 1.29 -2.89
H 0.38 -3.24 1.98
H -2.28 0.84 -2.71
H -4.88 3.06 -0.71
H -1.12 -2.93 -1.02
H 0.50 0.86 2.69
H -3.67 5.21 -0.64
H -3.85 0.68 3.98
H 1.82 -0.73 -3.94
H 0.40 -1.46 3.50
H 1.48 -1.06 -2.24
H 2.55 1.56 -3.39
H -1.94 -2.73 0.97
H 2.09 -3.39 2.42
H 3.67 2.76 0.56
H -2.41 -4.10 -2.75
H 2.74 4.24 0.29
H -1.22 5.23 -0.29
H 0.01 3.11 -0.05
H 2.75 -3.20 0.04
H 1.06 -3.02 -0.44
H 3.15 -0.76 -2.76
H -3.55 -0.34 -4.45


7
Properties=species:S:1:pos:R:3 method="wB97M-V/def2-TZVPD" relative_energy_kj_mol=433.5 charge=+2 homo_ev="-21.63 / -21.64"
I -2.33 -1.28 -0.08
O 1.68 0.09 -0.06
N -0.48 1.21 -0.28
N 0.78 -0.58 0.16
C -0.05 2.22 0.04
C -0.58 -0.09 -0.12
H 0.98 -1.58 0.33


45
Properties=species:S:1:pos:R:3 method="wB97M-V/def2-TZVPD" relative_energy_kj_mol=0.0 charge=+1 homo_ev=-13.17
O 2.05 -1.68 3.19
O 1.93 2.42 1.49
O -1.60 -1.51 -2.30
O -2.25 -2.27 0.23
O -2.41 1.02 -2.86
O -0.09 3.86 0.47
O -4.04 -0.25 0.10
O -1.44 0.44 0.13
O 0.90 0.76 3.30
N -0.13 1.38 -1.41
N 0.16 -1.12 1.33
C 1.15 -1.54 -0.89
C 2.50 -2.12 -0.59
C 0.76 -0.44 0.11
C 1.11 1.45 -2.18
C -0.35 0.47 -0.44
H 2.77 -2.91 -1.32
H -0.99 1.72 -1.96
H -3.26 0.33 0.01
H 1.68 0.13 0.41
H 1.17 -1.15 -1.94
H 0.85 -1.81 1.71
H 1.87 -0.77 3.44
H -2.73 -3.06 0.33
H -2.20 0.10 -2.72
H 1.32 1.43 2.72
H 1.21 3.00 1.09
H 3.27 -1.35 -0.62
H 0.39 -2.31 -0.96
H -0.44 3.32 -0.24
H -0.16 4.74 0.18
H 2.00 1.34 -1.57
H 0.56 1.22 4.04
H -2.94 -1.57 0.26
H 2.57 -2.62 0.40
H -3.38 1.10 -2.77
H -1.81 -1.76 -1.35
H -0.78 -1.57 1.09
H 1.18 2.45 -2.67
H 2.65 3.00 1.71
H -4.47 0.09 0.86
H 1.13 0.73 -2.97
H -2.05 -2.10 -2.88
H 0.00 -0.42 2.07
H 2.32 -2.20 3.96